No. 1
{"formula": "C4H6O2", "method": "ωB97M-V/def2-TZVPD", "smiles": "CC(C=O)C=O", "de_lowest_kj_mol": 107.8, "spin_multiplicity": 1, "lumo_energy_ev": 0.29, "species": ["C", "C", "C", "O", "C", "O", "H", "H", "H", "H", "H", "H"], "positions_angstrom": [[-0.245178, 1.286288, -0.170786], [-0.428227, -0.208275, 0.086303], [0.190300, -0.987303, -1.064473], [-0.351748, -1.864833, -1.683299], [0.290439, -0.635235, 1.360915], [1.044987, 0.080473, 1.970529], [-1.131418, 1.722440, -0.637860], [-0.014440, 1.791664, 0.770010], [0.608833, 1.463613, -0.835990], [-1.476849, -0.521035, 0.163713], [1.223328, -0.651302, -1.303830], [0.094084, -1.671369, 1.700393]], "forces_ev_per_angstrom": [[0.028, 0.164, -0.017], [0.010, 0.019, -0.007], [-0.116, -0.280, -0.148], [0.197, 0.311, 0.258], [0.250, 0.143, 0.185], [-0.293, -0.345, -0.202], [0.134, -0.068, 0.089], [-0.160, 0.046, -0.176], [-0.128, -0.002, 0.112], [0.169, 0.054, 0.024], [-0.085, -0.115, -0.070], [-0.006, 0.074, -0.049]]}

No. 2
{"formula": "C33H43N4O2S4SbSeSiV", "method": "ωB97M-V/def2-TZVPD", "total_charge": -1, "spin_multiplicity": 1, "lumo_energy_ev": 1.32, "species": ["V", "C", "O", "C", "C", "C", "C", "C", "C", "N", "N", "C", "C", "C", "C", "O", "C", "N", "C", "C", "C", "C", "H", "H", "H", "H", "H", "H", "H", "H", "H", "H", "H", "H", "S", "Sb", "S", "S", "S", "C", "C", "C", "C", "Si", "C", "C", "C", "C", "C", "C", "C", "C", "H", "H", "H", "H", "H", "H", "H", "H", "H", "H", "H", "H", "H", "H", "H", "H", "H", "H", "H", "H", "H", "H", "H", "H", "H", "H", "H", "Se", "C", "C", "C", "N", "C", "C", "H", "H", "H", "H"], "positions_angstrom": [[1.638379, 0.512923, -0.939048], [-3.488142, -4.799273, -0.583080], [-2.871466, -4.011136, 0.421803], [-1.713357, -4.477007, 0.964454], [-1.081697, -3.629245, 1.877089], [0.120279, -3.989193, 2.450225], [0.710796, -5.211454, 2.123678], [0.037896, -6.085583, 1.287619], [-1.156902, -5.718310, 0.680556], [1.967988, -5.667375, 2.653443], [2.996763, -4.965095, 2.638957], [2.984580, -3.643725, 2.073417], [3.368837, -2.594336, 2.863790], [3.269299, -1.253221, 2.432814], [2.755829, -0.992917, 1.188248], [2.599911, 0.210301, 0.642910], [2.442232, -2.081022, 0.331702], [2.016477, -1.702872, -0.898815], [1.839862, -2.629651, -1.816567], [2.069152, -3.991745, -1.544767], [2.425132, -4.388874, -0.286104], [2.612600, -3.411931, 0.718066], [-4.358501, -4.240166, -0.914823], [-3.806297, -5.767448, -0.188391], [-2.814005, -4.950114, -1.430751], [-1.541132, -2.676137, 2.102884], [0.608605, -3.309487, 3.133453], [0.478280, -7.053473, 1.082371], [-1.633065, -6.400262, -0.007012], [3.705369, -2.811600, 3.870280], [3.560833, -0.440541, 3.084606], [1.528973, -2.312521, -2.809413], [1.948680, -4.698183, -2.353698], [2.589409, -5.434655, -0.059549], [1.560850, -2.277787, -5.322927], [2.060949, -0.065026, -5.527053], [2.593317, 1.660035, -2.231656], [-0.051477, -0.064007, -2.321316], [0.176183, 1.185021, -5.674513], [-0.903830, 0.692968, 1.377440], [-0.199697, 2.019865, 1.687067], [-1.233788, 2.980899, 2.292902], [0.818278, 1.712082, 2.795241], [0.608796, 2.682459, 0.022083], [-0.748032, 3.478126, -1.126970], [-1.159936, 4.872120, -0.616343], [-0.235142, 3.643777, -2.565482], [-2.033349, 2.643157, -1.209758], [2.002702, 3.981156, 0.463479], [1.521321, 4.992427, 1.520052], [2.461903, 4.796360, -0.753409], [3.253850, 3.288062, 1.023948], [-1.438327, 0.338816, 2.268958], [-0.186162, -0.092352, 1.115287], [-1.622408, 0.762761, 0.562479], [-1.610755, 2.550652, 3.228876], [-2.091989, 3.140258, 1.644773], [-0.806512, 3.954497, 2.532207], [0.294835, 1.207250, 3.616950], [1.273761, 2.608623, 3.211860], [1.609031, 1.053797, 2.448095], [-0.346514, 5.592646, -0.662822], [-1.543905, 4.856419, 0.403239], [-1.960275, 5.252341, -1.260670], [0.676538, 4.236149, -2.624804], [-1.001812, 4.160680, -3.153427], [-0.045982, 2.691979, -3.059825], [-2.564048, 2.577910, -0.261089], [-1.841517, 1.636802, -1.570398], [-2.710773, 3.118824, -1.927656], [0.639396, 5.545949, 1.203720], [2.319324, 5.723277, 1.696257], [1.300024, 4.525036, 2.476604], [1.681073, 5.447586, -1.141145], [2.813169, 4.166074, -1.569254], [3.298663, 5.436529, -0.449935], [3.050045, 2.713582, 1.924340], [3.996698, 4.054278, 1.276327], [3.703075, 2.612668, 0.295978], [-1.153083, -1.680277, -1.218757], [-2.896405, -1.033666, -1.669214], [-3.901180, -1.090486, -0.711558], [-5.167997, -0.643647, -1.056385], [-5.480708, -0.148977, -2.250441], [-4.500693, -0.093913, -3.152613], [-3.203136, -0.525993, -2.924737], [-3.699285, -1.457011, 0.287599], [-5.968882, -0.676824, -0.324978], [-4.761898, 0.316956, -4.121039], [-2.455879, -0.445559, -3.705937]], "forces_ev_per_angstrom": [[-0.226, -0.774, -0.428], [0.043, 0.027, -0.048], [0.104, -0.035, 0.064], [-0.041, -0.030, 0.012], [0.007, -0.023, 0.028], [-0.060, 0.022, -0.094], [-0.028, 0.141, 0.030], [0.097, 0.011, 0.020], [-0.017, 0.050, -0.008], [0.402, 0.043, -0.173], [-0.325, -0.134, 0.251], [-0.038, -0.050, -0.152], [-0.068, -0.116, 0.055], [-0.133, -0.009, 0.043], [0.109, 0.140, -0.233], [0.054, 0.166, 0.387], [0.087, -0.063, 0.031], [-0.074, -0.076, 0.025], [0.019, 0.099, 0.007], [0.046, -0.074, 0.060], [-0.052, -0.006, -0.067], [-0.056, 0.095, 0.061], [0.003, 0.032, 0.007], [-0.002, -0.003, 0.016], [-0.002, 0.007, 0.018], [0.001, 0.021, 0.005], [0.031, 0.028, 0.023], [0.002, -0.002, -0.010], [-0.020, -0.022, -0.011], [0.010, 0.010, 0.003], [0.018, -0.002, -0.025], [-0.024, 0.018, 0.027], [-0.010, -0.020, 0.004], [-0.013, -0.002, 0.000], [-0.037, -0.027, -0.003], [-0.007, 0.059, -0.032], [0.169, 0.286, -0.112], [-0.038, 0.027, 0.251], [-0.013, -0.050, 0.023], [0.056, -0.022, 0.012], [0.001, 0.035, -0.043], [0.001, -0.016, -0.008], [-0.040, 0.001, -0.001], [0.009, -0.012, 0.152], [0.028, 0.011, 0.058], [-0.006, -0.018, -0.042], [-0.014, -0.006, 0.012], [-0.011, 0.034, -0.022], [-0.047, 0.006, -0.024], [0.049, -0.014, -0.020], [-0.001, -0.008, 0.024], [0.006, -0.011, -0.032], [-0.008, 0.012, 0.020], [-0.002, 0.025, 0.008], [-0.004, -0.013, -0.014], [-0.006, -0.015, 0.008], [-0.050, 0.002, -0.052], [-0.001, 0.021, 0.002], [-0.017, 0.001, 0.007], [0.017, 0.059, 0.006], [0.020, 0.005, 0.012], [0.059, 0.034, -0.019], [0.004, 0.005, 0.029], [-0.011, -0.004, -0.014], [0.025, -0.006, -0.009], [-0.013, 0.007, -0.007], [-0.005, -0.031, -0.006], [-0.024, 0.011, 0.060], [-0.013, -0.039, -0.001], [-0.007, 0.013, -0.007], [-0.030, 0.015, 0.001], [0.017, 0.002, 0.002], [-0.005, -0.049, 0.055], [-0.043, 0.030, -0.013], [0.002, 0.004, -0.001], [0.005, 0.002, 0.009], [0.004, -0.024, 0.012], [0.005, 0.014, 0.000], [-0.002, -0.001, -0.006], [0.206, 0.217, -0.227], [-0.070, -0.031, 0.059], [0.013, 0.019, 0.035], [0.015, -0.016, 0.006], [-0.018, 0.009, -0.019], [0.009, -0.005, -0.010], [0.027, -0.002, -0.006], [-0.016, -0.019, -0.050], [-0.014, 0.007, 0.007], [-0.013, 0.008, -0.011], [-0.002, -0.010, 0.012]]}